Record 1
Here is 4 unconnected molecules or ions with the total composition C24H37ClN2O9 from the OMol25 dataset. Energies are from ωB97M-V with the def2-TZVPD basis set.

The geometry in ORCA input format:
```
! RIJCOSX wB97M-V def2-TZVPD def2/J DEFGRID3
* xyz 0 1
C 5.6830 1.8043 -1.9749
C 4.8988 1.9567 -1.0486
C 4.1251 2.1121 0.2897
Cl 5.3542 2.3349 1.6605
C 3.2613 3.4643 0.4835
O 3.2688 4.4730 -0.1687
O 2.5421 3.1502 1.6633
C 2.3569 1.7055 1.8714
N 2.7173 1.2056 3.1913
C 2.9498 1.0342 0.5476
C 1.8134 1.2396 -0.5525
C 0.9361 -0.0568 -0.8562
O -0.4703 0.0919 -0.5883
C -0.7676 -0.0114 0.8170
C -1.9975 -0.9577 1.1415
C 3.7365 -0.3446 0.6158
N 3.2114 -1.3279 1.5995
C 4.0272 -2.5626 1.4532
H 6.3657 1.5278 -2.8152
H 1.2436 1.5498 1.7729
H 3.6390 0.7550 3.1933
H 2.0211 0.5331 3.5409
H 2.3045 1.5333 -1.5424
H 1.0834 2.0767 -0.2961
H 1.2804 -0.9979 -0.3278
H 1.0183 -0.2802 -1.9720
H 0.1167 -0.3607 1.4471
H -1.0353 1.0474 1.1635
H -2.9979 -0.4343 0.9875
H -1.9296 -1.9026 0.5260
H -1.9750 -1.2370 2.2433
H 4.8562 -0.2346 0.7674
H 3.6244 -0.8308 -0.4203
H 2.2094 -1.5020 1.4910
H 3.4107 -3.5069 1.4414
H 4.7863 -2.6164 2.3065
H 4.6592 -2.5230 0.4998
O -0.6544 -3.7720 2.1961
C -1.1941 -4.7543 1.7617
C -2.6683 -4.9054 1.4805
C -2.8129 -6.4088 1.3444
C -1.4511 -6.8217 0.8314
O -0.5303 -5.8885 1.4123
H -2.9089 -4.3872 0.5498
H -3.2671 -4.5169 2.3024
H -3.6301 -6.7136 0.6900
H -2.9876 -6.8510 2.3295
H -1.3779 -6.7514 -0.2576
H -1.1880 -7.8346 1.1378
O -5.6252 -3.1666 1.2932
C -6.0738 -2.1599 0.8162
C -6.1059 -0.8056 1.4786
C -7.1035 -0.0540 0.6184
C -6.9365 -0.7206 -0.7296
O -6.5939 -2.0822 -0.4373
H -5.1099 -0.3621 1.4294
H -6.4419 -0.8824 2.5115
H -6.9355 1.0232 0.5898
H -8.1159 -0.2269 0.9947
H -6.1276 -0.2761 -1.3162
H -7.8548 -0.6919 -1.3169
O 2.4358 3.4676 -5.0646
C 2.1657 4.5393 -4.5955
C 1.8955 4.8243 -3.1403
C 1.2426 6.1914 -3.1988
C 1.8658 6.7960 -4.4380
O 2.1030 5.6903 -5.3193
H 2.8440 4.8491 -2.6000
H 1.2281 4.0778 -2.7119
H 1.3989 6.7914 -2.3015
H 0.1642 6.0773 -3.3439
H 2.8214 7.2843 -4.2268
H 1.2021 7.5137 -4.9214
*
```

Properties
HOMO energy   -8.887 eV
Orbital gap   9.40 eV
Strongest force on any atom   2.65 eV/Å
Structure (SMILES)   C#C[C@@]1(Cl)C(=O)O[C@H](N)[C@]1(CCOCC)CNC.O=C1CCCO1.O=C1CCCO1.O=C1CCCO1

---

Record 2
Here is C18H23N3O4S in the gas phase from the OMol25 dataset. Energies are from ωB97M-V with the def2-TZVPD basis set.

The geometry in ORCA input format:
```
! RIJCOSX wB97M-V def2-TZVPD def2/J DEFGRID3
* xyz 0 1
C 8.5759 -0.5288 0.9646
C 8.2490 0.1553 -0.3599
O 7.2481 1.1447 -0.2297
C 5.9458 0.7771 -0.0838
C 5.4460 -0.5172 -0.1789
C 4.0925 -0.7633 -0.0287
C 3.2093 0.2783 0.2230
N 1.8330 0.0890 0.3975
C 1.1214 -1.0672 0.3801
O 1.5750 -2.1815 0.1738
C -0.3161 -0.8902 0.6468
C -1.1343 0.1982 0.8823
C -2.4287 -0.3055 1.0875
S -3.8753 0.6459 1.4583
O -3.5278 2.0391 1.3899
O -4.4672 0.1523 2.6662
N -4.8694 0.1965 0.1840
C -6.2871 0.3438 0.4466
C -7.0776 -0.3674 -0.6471
C -6.7099 0.2165 -2.0091
C -5.2012 0.1144 -2.2189
C -4.4684 0.7992 -1.0683
C -2.3687 -1.6771 0.9740
N -1.0947 -2.0109 0.7049
C 3.7074 1.5782 0.3131
C 5.0527 1.8233 0.1618
H 8.8838 0.2142 1.6960
H 7.7084 -1.0551 1.3549
H 9.3852 -1.2392 0.8201
H 9.1241 0.7041 -0.7192
H 7.9691 -0.5822 -1.1222
H 6.0962 -1.3548 -0.3747
H 3.7196 -1.7707 -0.1036
H 1.3126 0.9333 0.5889
H -0.8847 1.2394 0.9142
H -6.4717 -0.0937 1.4281
H -6.5673 1.4079 0.4780
H -6.8334 -1.4305 -0.6279
H -8.1452 -0.2530 -0.4559
H -7.2364 -0.3158 -2.8031
H -7.0114 1.2657 -2.0473
H -4.9086 -0.9365 -2.2470
H -4.9123 0.5801 -3.1621
H -3.3876 0.6703 -1.1598
H -4.6861 1.8774 -1.0646
H -3.1554 -2.3960 1.0735
H -0.7054 -2.9331 0.5679
H 3.0318 2.3996 0.5060
H 5.4447 2.8255 0.2297
*
```

Properties
HOMO energy   -7.983 eV
Relative energy (zero: lowest compared OMol25 entry of this formula, charge and spin)   200.69 kJ/mol
Orbital gap   8.58 eV
Strongest force on any atom   0.98 eV/Å
Structure (SMILES)   CCOc1ccc(NC(=O)c2cc(S(=O)(=O)N3CCCCC3)c[nH]2)cc1

---

Record 3
Here is a molecular structure, O8V4 from the OMol25 dataset. Energies are from ωB97M-V with the def2-TZVPD basis set.

The geometry in ORCA input format:
```
! RIJCOSX wB97M-V def2-TZVPD def2/J DEFGRID3
* xyz 4 1
O 3.2745 0.9985 2.7234
V 3.1348 -0.5041 3.2134
O 2.4548 -1.1908 1.9256
O -0.1970 0.4225 -2.1184
V 0.6009 0.8006 -0.8117
O 0.1904 -0.2314 0.3598
O -1.7045 1.6730 0.1530
V -2.5201 2.8295 0.5934
O -2.5883 4.1632 -0.1695
O -0.4707 -3.9691 -1.2799
V -0.8555 -3.1678 -2.6006
O -1.3194 -1.8241 -1.9883
*
```

Properties
HOMO energy   -24.628 eV
Relative energy (zero: lowest compared OMol25 entry of this formula, charge and spin)   164.60 kJ/mol
Orbital gap   7.88 eV
Strongest force on any atom   10.22 eV/Å

---

Record 4
Here is C5H8ClNS in the gas phase from the OMol25 dataset. Energies are from ωB97M-V with the def2-TZVPD basis set.

The geometry in ORCA input format:
```
! RIJCOSX wB97M-V def2-TZVPD def2/J DEFGRID3
* xyz 0 1
C 0.9056 -1.6430 -0.9651
C 0.4644 -0.2579 -1.3766
C 2.0041 -0.0107 1.2132
C -1.2255 1.2783 1.1937
C -1.3389 0.2078 0.1449
N -0.3889 0.5283 -0.9074
S 1.3345 -1.4658 0.8594
Cl 2.5591 1.1961 0.1867
H 1.7334 -2.0301 -1.5419
H 0.1788 -2.3448 -1.0264
H 1.0236 0.0088 -2.3287
H -1.1014 2.1876 0.5865
H -2.0702 1.4432 1.8705
H -0.3806 1.2899 1.9361
H -1.5113 -0.7953 0.6729
H -2.1865 0.4075 -0.5179
*
```

Properties
HOMO energy   -8.434 eV
Relative energy (zero: lowest compared OMol25 entry of this formula, charge and spin)   369.89 kJ/mol
Orbital gap   8.33 eV
Strongest force on any atom   3.37 eV/Å

---

Record 5
Here is C18H17FN8O in the gas phase from the OMol25 dataset. Energies are from ωB97M-V with the def2-TZVPD basis set.

The geometry in ORCA input format:
```
! RIJCOSX wB97M-V def2-TZVPD def2/J DEFGRID3
* xyz 0 1
C 0.1429 1.9937 3.1957
C 0.3369 1.0335 2.0489
O -0.3304 -0.2291 2.4075
C -0.0693 -1.3175 1.6065
C -0.9287 -1.6544 0.5600
C -0.5700 -2.6635 -0.3810
C -1.5132 -3.0501 -1.4827
C -1.7372 -4.3069 -1.9700
N -2.6195 -4.2564 -3.0500
N -2.9422 -2.9978 -3.2130
N -2.2759 -2.2589 -2.3212
C -2.3268 -0.7977 -2.2251
C 0.6403 -3.3559 -0.1697
N 1.5103 -3.0514 0.8265
C 1.1667 -2.0550 1.6379
N 2.0851 -1.8309 2.6003
C -0.2584 1.6257 0.7290
C -1.6698 1.7378 0.5950
C -2.2359 2.1981 -0.5818
F -3.5859 2.2649 -0.6825
C -1.4654 2.5753 -1.6503
C -0.0757 2.4858 -1.5767
C 0.5598 2.0708 -0.3759
N 1.9812 2.1149 -0.3623
N 2.7373 2.0621 -1.5112
C 3.9509 2.2913 -1.1312
C 3.9089 2.6353 0.2799
N 2.6874 2.5535 0.7128
H -0.8618 2.4028 3.1539
H 0.8249 2.8601 3.1137
H 0.2988 1.5499 4.1781
H 1.3978 0.8183 1.9541
H -1.8601 -1.1249 0.4692
H -1.2531 -5.1993 -1.5899
H -3.0478 -0.5254 -1.4701
H -1.3579 -0.3458 -1.9746
H -2.6589 -0.3640 -3.1522
H 0.9300 -4.1493 -0.8383
H 2.8413 -2.5402 2.5656
H 1.7754 -1.5169 3.5105
H -2.2838 1.4152 1.3969
H -1.9482 2.9656 -2.5383
H 0.5184 2.7774 -2.4266
H 4.8205 2.2761 -1.7684
H 4.7614 2.8830 0.9007
*
```

Properties
HOMO energy   -8.182 eV
Orbital gap   8.52 eV
Strongest force on any atom   2.29 eV/Å
Structure (SMILES)   C[C@@H](Oc1cc(-c2cnnn2C)cnc1N)c1cc(F)ccc1-n1nccn1

---

Q: Among the records above, which one has the highest strongest force on any atom?
A: O8V4